Computed, not measured: a 7-piece molecular cluster, C3H20NO6S overall at a distorted geometry, with ωB97M-V/def2-TZVPD.

Relative energy (zero: lowest compared OMol25 entry of this formula, charge and spin): 141.5 kJ/mol
Multiplicity: 1
LUMO energy: 3.18 eV
HOMO-LUMO gap: 6.9602 eV
Net charge: -1

Each line ends with the natural charge from an NBO analysis.
CARTESIAN COORDINATES (ANGSTROEM)
C 1.448 -0.902 2.392  -0.42
C 2.152 -0.119 1.214  -0.51
S 1.290 1.463 0.875  -0.73
C 0.641 -2.069 1.840  -0.21
N -0.540 -1.702 1.080  -0.87
H 0.915 -0.254 3.065  0.21
H 2.309 -1.313 2.953  0.19
H 2.233 -0.766 0.332  0.17
H 3.182 0.141 1.462  0.18
H 0.235 -2.690 2.690  0.15
H 1.335 -2.671 1.287  0.18
H -0.525 -2.037 0.148  0.36
H -0.837 -0.771 1.307  0.36
H 2.481 1.111 -2.356  0.48
H 1.408 0.145 -1.967  0.48
O 1.920 0.433 -2.750  -0.97
H 0.393 -2.577 -2.609  0.47
H -0.504 -2.718 -1.509  0.47
O 0.105 -3.287 -2.017  -0.94
H -2.106 -0.248 -1.069  0.51
H -2.994 -0.605 -2.319  0.46
O -2.123 -0.715 -1.936  -1.00
H -1.741 2.003 -0.564  0.50
H -1.011 1.093 0.401  0.50
O -1.880 1.177 -0.050  -1.04
H 0.220 3.073 -1.901  0.48
H -0.149 1.776 -2.459  0.49
O -0.532 2.663 -2.349  -0.96
H -2.600 2.080 1.879  0.48
H -2.275 0.534 1.943  0.47
O -2.840 1.237 2.262  -0.95